[1]
{
  "formula": "C4H5F6N2O",
  "method": "ωB97M-V with the def2-TZVPD basis set",
  "charge": 1,
  "lumo_energy_ev": [-3.53, -9.22],
  "homo_lumo_gap_ev": [7.25, 6.74],
  "multiplicity": 3,
  "homo_energy_ev": [-10.78, -15.95],
  "s2": 2.01,
  "species": ["C", "C", "C", "C", "N", "N", "O", "F", "F", "F", "F", "F", "F", "H", "H", "H", "H", "H"],
  "coordinates": [[-1.2068, 0.0217, 0.2520], [0.4986, 0.0158, -0.4442], [1.2622, 1.2654, 0.0939], [1.0849, -1.3336, 0.0495], [-1.3526, -0.0226, 1.5359], [-2.0861, 0.0482, -0.6880], [0.2739, 0.0356, -1.7892], [0.4686, 2.0131, 0.8707], [1.6542, 2.0096, -0.9313], [2.3230, 0.9333, 0.8107], [0.2729, -2.3211, -0.3267], [1.1512, -1.3619, 1.3839], [2.2842, -1.5546, -0.4535], [-0.5712, -0.0291, 2.1806], [-2.2786, -0.0377, 1.9545], [-1.7585, 0.0719, -1.6550], [-3.0854, 0.0228, -0.5224], [1.0657, 0.2234, -2.3214]],
  "forces_ev_per_angstrom": [[10.5, 0.2, -3.4], [-3.5, -0.3, 2.2], [-0.2, 0.0, -0.1], [-0.4, 0.2, -0.5], [-2.1, -0.2, 5.2], [-4.9, 0.0, -3.4], [-0.1, -0.1, -0.4], [0.0, 0.1, 0.1], [0.1, 0.2, -0.2], [0.3, -0.1, 0.1], [0.0, -0.1, -0.1], [0.0, 0.1, 0.4], [0.3, 0.0, -0.1], [0.1, 0.0, -0.1], [0.1, 0.0, 0.2], [0.1, 0.0, 0.0], [-0.1, 0.0, -0.1], [-0.1, 0.0, 0.2]],
  "lowdin_spin": [0.59, 0.00, 0.01, 0.01, 0.65, 0.67, 0.00, 0.01, 0.00, 0.00, 0.01, 0.00, 0.00, 0.01, 0.01, 0.01, 0.02, 0.00]
}

---

[2]
{
  "formula": "C4H8N2O",
  "method": "ωB97M-V with the def2-TZVPD basis set",
  "charge": 0,
  "e_above_lowest_ev": 6.8268,
  "smiles": "C=NN(C)CC=O",
  "lumo_energy_ev": 0.74,
  "homo_lumo_gap_ev": 10.17,
  "homo_energy_ev": -9.43,
  "species": ["C", "N", "N", "C", "C", "C", "O", "H", "H", "H", "H", "H", "H", "H", "H"],
  "coordinates": [[0.7262, 1.8201, -0.0862], [-0.2186, 0.9578, 0.3570], [-0.5533, 0.0061, -0.5511], [-1.9703, -0.1577, -0.3087], [0.1364, -1.0060, 0.1969], [1.5990, -0.8452, 0.0436], [2.3173, -0.0993, -0.5952], [1.4168, 1.7706, -0.8717], [1.2261, 2.5096, 0.8349], [-2.1348, -0.2106, 0.7535], [-2.1377, -0.9946, -0.8857], [-2.3970, 0.5398, -0.9242], [-0.4130, -0.7322, 1.2059], [0.1121, -2.0775, -0.1430], [2.2908, -1.4807, 0.9739]],
  "forces_ev_per_angstrom": [[-1.5, -0.5, 6.7], [4.1, 8.1, -1.0], [-0.2, -1.3, -1.3], [1.8, -0.9, -0.7], [-0.5, -1.5, -0.1], [4.9, 0.0, 4.0], [-1.7, -1.6, -0.1], [-0.2, -0.3, -1.8], [-1.9, -1.6, -2.5], [-0.9, 0.1, 0.3], [-1.2, -2.7, -0.5], [-1.7, 2.5, -0.4], [2.4, -1.9, -0.5], [-1.2, 0.6, 0.2], [-2.2, 0.9, -2.4]],
  "nbo_charge": [-0.04, -0.33, -0.30, -0.42, -0.40, 0.47, -0.53, 0.21, 0.17, 0.19, 0.20, 0.22, 0.26, 0.24, 0.08]
}

---

[3]
{
  "formula": "C17H20BrFN6O2",
  "method": "ωB97M-V with the def2-TZVPD basis set",
  "charge": 0,
  "e_above_lowest_ev": 0.4052,
  "smiles": "O=C(NCC[C@@H](F)Cn1cc(C2(C3CC3)CC2)nn1)c1ncnc(O)c1Br",
  "lumo_energy_ev": 0.15,
  "homo_lumo_gap_ev": 9.40,
  "homo_energy_ev": -9.25,
  "species": ["O", "C", "N", "C", "C", "C", "F", "C", "N", "C", "C", "C", "C", "C", "C", "C", "C", "N", "N", "C", "N", "C", "N", "C", "O", "C", "Br", "H", "H", "H", "H", "H", "H", "H", "H", "H", "H", "H", "H", "H", "H", "H", "H", "H", "H", "H", "H"],
  "coordinates": [[-2.2480, 1.8398, 0.8743], [-1.1263, 2.2975, 0.8059], [-0.4359, 2.6848, 1.9015], [-0.9704, 2.4078, 3.2242], [-0.7958, 0.9326, 3.5737], [0.6630, 0.5628, 3.7482], [1.0281, 0.7286, 5.0886], [0.9947, -0.8710, 3.3636], [0.8027, -1.0467, 1.9369], [-0.0095, -1.9017, 1.2816], [0.1694, -1.6060, -0.0452], [-0.4333, -2.2361, -1.2468], [0.5800, -2.8263, -2.1857], [0.3338, -2.9684, -3.6603], [1.3208, -1.9534, -3.1533], [-1.7391, -2.9603, -1.0578], [-1.7171, -1.6357, -1.7623], [1.0737, -0.5902, -0.1212], [1.4485, -0.2583, 1.0745], [-0.4247, 2.3810, -0.5531], [-0.9761, 1.5483, -1.4418], [-0.4326, 1.4737, -2.6350], [0.6285, 2.1494, -3.0677], [1.1633, 2.9910, -2.2082], [2.2255, 3.6982, -2.6009], [0.6609, 3.1645, -0.9102], [1.5138, 4.4668, 0.1601], [0.5051, 3.0226, 1.8070], [-0.4453, 3.0401, 3.9411], [-2.0248, 2.6775, 3.2361], [-1.3255, 0.6831, 4.4958], [-1.2425, 0.3450, 2.7687], [1.3079, 1.2202, 3.1623], [2.0304, -1.0866, 3.6245], [0.3454, -1.5754, 3.8827], [-0.6153, -2.6292, 1.7917], [1.1591, -3.6257, -1.7350], [0.7183, -3.8561, -4.1430], [-0.5978, -2.6090, -4.0747], [1.0313, -0.9122, -3.1825], [2.3758, -2.1297, -3.3079], [-1.8855, -3.8481, -1.6582], [-2.1814, -3.0027, -0.0716], [-2.0906, -0.7659, -1.2402], [-1.8907, -1.6338, -2.8298], [-0.8877, 0.7870, -3.3400], [2.4161, 3.4265, -3.5105]],
  "forces_ev_per_angstrom": [[0.0, 0.0, 0.0], [0.0, 0.0, 0.0], [0.0, 0.0, 0.0], [0.0, 0.0, 0.0], [0.0, 0.0, 0.0], [0.0, 0.0, 0.0], [0.0, 0.0, 0.0], [0.0, 0.0, 0.0], [0.0, 0.0, 0.0], [0.0, 0.0, 0.0], [0.0, 0.0, 0.0], [0.0, 0.0, 0.0], [0.0, 0.0, 0.0], [0.0, 0.0, 0.0], [0.0, 0.0, 0.0], [0.0, 0.0, 0.0], [0.0, 0.0, 0.0], [0.0, 0.0, 0.0], [0.0, 0.0, 0.0], [0.0, 0.0, 0.0], [0.0, 0.0, 0.0], [0.0, 0.0, 0.0], [0.0, 0.0, 0.0], [0.0, 0.0, 0.0], [0.0, 0.0, 0.0], [0.0, 0.0, 0.0], [0.0, 0.0, 0.0], [0.0, 0.0, 0.0], [0.0, 0.0, 0.0], [0.0, 0.0, 0.0], [0.0, 0.0, 0.0], [0.0, 0.0, 0.0], [0.0, 0.0, 0.0], [0.0, 0.0, 0.0], [0.0, 0.0, 0.0], [0.0, 0.0, 0.0], [0.0, 0.0, 0.0], [0.0, 0.0, 0.0], [0.0, 0.0, 0.0], [0.0, 0.0, 0.0], [0.0, 0.0, 0.0], [0.0, 0.0, 0.0], [0.0, 0.0, 0.0], [0.0, 0.0, 0.0], [0.0, 0.0, 0.0], [0.0, 0.0, 0.0], [0.0, 0.0, 0.0]],
  "nbo_charge": [-0.59, 0.64, -0.62, -0.22, -0.46, 0.20, -0.37, -0.24, -0.17, -0.10, 0.16, -0.12, -0.21, -0.42, -0.41, -0.41, -0.41, -0.26, -0.08, 0.14, -0.43, 0.28, -0.50, 0.51, -0.64, -0.20, 0.10, 0.41, 0.21, 0.23, 0.23, 0.23, 0.18, 0.23, 0.22, 0.23, 0.22, 0.22, 0.21, 0.22, 0.22, 0.22, 0.21, 0.25, 0.21, 0.19, 0.50]
}

---

[4]
{
  "formula": "C6H8ClN",
  "method": "ωB97M-V with the def2-TZVPD basis set",
  "charge": 0,
  "e_above_lowest_ev": 6.4490,
  "lumo_energy_ev": 0.18,
  "homo_lumo_gap_ev": 8.87,
  "homo_energy_ev": -8.69,
  "species": ["C", "C", "C", "C", "C", "C", "H", "H", "H", "H", "H", "H", "H", "H", "N", "Cl"],
  "coordinates": [[-1.7834, 1.5062, -0.2352], [-1.5707, 0.0080, -0.3625], [-2.5650, -0.8757, -0.0170], [-0.2092, -0.5630, -0.3866], [1.0069, -0.8901, -0.1396], [2.5357, -0.6681, -0.3867], [-0.7847, 1.8667, 0.3791], [-2.0666, 1.8358, -1.3501], [-2.7528, 1.7675, 0.5666], [-2.2446, -2.0223, -0.1410], [3.0891, -1.5623, -0.6611], [2.6407, -0.0442, -1.3136], [2.2965, 0.9859, 1.3694], [3.3849, -0.8726, 1.5595], [3.2337, 0.0984, 0.7832], [-4.2107, -0.5703, 0.3355]],
  "forces_ev_per_angstrom": [[-0.6, 0.8, 1.5], [-1.2, -1.6, 2.3], [2.7, -2.4, -1.8], [4.4, -0.6, 1.2], [-3.4, 2.2, -2.3], [-1.3, 1.7, 0.6], [-2.5, -0.1, -2.3], [1.1, 0.3, 2.8], [2.8, -0.9, -2.7], [-1.2, 2.6, 0.6], [-0.1, -0.3, 0.7], [-0.4, -0.2, 0.9], [3.4, -3.9, -2.2], [-0.9, 4.3, -2.4], [-3.0, -2.1, 3.0], [0.3, 0.2, 0.0]],
  "nbo_charge": [-0.66, -0.14, -0.20, -0.03, -0.03, -0.29, 0.25, 0.25, 0.24, 0.23, 0.22, 0.21, 0.36, 0.36, -0.81, 0.04]
}